Record 1
ORCA calculation (ωB97M-V/def2-TZVPD) on a cluster of 2 separate species, C5H13N2O2P in total at a distorted geometry.

Results
LUMO level (spin up / spin down) (eV): 0.63 / -1.25
Gap between HOMO and LUMO (spin up / spin down) (eV): 5.55 / 9.03
Multiplicity: 3
Highest occupied orbital energy (spin up / spin down) (eV): -4.912 / -10.278
⟨S²⟩: 2.010

Last columns: bonded neighbours and bond lengths (Å).
Element x y z (Å)
1 P -1.172 0.130 -0.018  O3 1.489, N4 1.634, N5 1.669, C10 1.876
2 O 2.981 -0.297 -3.558  C6 1.200
3 O -0.139 0.292 -1.078  P1 1.489
4 N -1.370 -1.442 0.383  P1 1.634, H17 0.960, H19 0.962
5 N -2.629 0.704 -0.596  P1 1.669, H12 0.993, H22 0.983
6 C 2.833 -0.634 -2.415  O2 1.200, C9 1.294
7 C 2.626 -2.267 -0.476  C9 1.454, H11 1.019, H13 1.150, H14 1.153
8 C -0.897 2.558 1.240  C10 1.586, H15 1.104, H16 1.062, H23 1.092
9 C 2.540 -1.018 -1.215  C6 1.294, C7 1.454, H20 1.124
10 C -1.050 1.027 1.625  P1 1.876, C8 1.586, H18 1.094, H21 1.182
11 H 1.893 -2.887 -0.816  C7 1.019
12 H -3.219 0.916 0.174  N5 0.993
13 H 3.672 -2.729 -0.350  C7 1.150
14 H 2.416 -2.113 0.648  C7 1.153
15 H -0.386 2.630 0.264  C8 1.104
16 H -0.584 3.065 2.120  C8 1.062
17 H -1.207 -1.928 -0.429  N4 0.960
18 H -1.698 0.870 2.493  C10 1.094
19 H -2.179 -1.645 0.862  N4 0.962
20 H 2.201 -0.119 -0.633  C9 1.124
21 H -0.053 0.551 2.045  C10 1.182
22 H -2.679 1.467 -1.214  N5 0.983
23 H -1.900 2.869 0.943  C8 1.092


Record 2
ORCA calculation (ωB97M-V/def2-TZVPD) on a cluster of 2 separate species, C5H13N2O3 in total at a distorted geometry.

Results
LUMO level (eV): -2.54
Gap between HOMO and LUMO (eV): 10.90
Highest occupied orbital energy (eV): -13.439
Relative energy (zero: lowest compared OMol25 entry of this formula, charge and spin) (kJ/mol): 302.0
Net charge: +1

Last columns: bonded neighbours and bond lengths (Å).
Element x y z (Å)
1 O -0.931 1.227 -0.364  C9 1.368, C10 1.321
2 O 1.788 -0.571 0.276  C8 1.185
3 O -1.218 -0.075 -2.117  C7 1.415, C10 1.269
4 N 0.332 0.136 2.386  C6 1.424, H11 1.072, H12 1.068
5 N -0.681 -0.884 0.009  C10 1.291, H17 1.052, H20 1.050
6 C 1.725 -0.116 2.540  N4 1.424, C8 1.462, H16 1.219, H23 1.157
7 C -1.024 -1.325 -2.750  O3 1.415, H13 1.055, H18 1.121, H22 1.165
8 C 2.398 -0.444 1.284  O2 1.185, C6 1.462, H14 1.055
9 C -1.122 2.242 -1.260  O1 1.368, H15 1.078, H19 1.164, H21 1.108
10 C -0.990 0.008 -0.871  O1 1.321, O3 1.269, N5 1.291
11 H 0.188 1.176 2.170  N4 1.072
12 H -0.269 -0.214 3.196  N4 1.068
13 H -0.738 -1.126 -3.746  C7 1.055
14 H 3.425 -0.612 1.457  C8 1.055
15 H -0.669 3.077 -0.750  C9 1.078
16 H 2.172 0.721 3.305  C6 1.219
17 H -0.834 -1.910 -0.159  N5 1.052
18 H -0.225 -1.886 -2.197  C7 1.121
19 H -0.561 1.897 -2.219  C9 1.164
20 H -0.341 -0.624 0.968  N5 1.050
21 H -2.212 2.283 -1.458  C9 1.108
22 H -2.016 -1.917 -2.900  C7 1.165
23 H 1.803 -1.064 3.198  C6 1.157


Record 3
ORCA calculation (ωB97M-V/def2-TZVPD) on a cluster of 2 separate species, C5H13N2O4P in total at a distorted geometry.

Results
LUMO level (spin up / spin down) (eV): -0.46 / -0.46
Gap between HOMO and LUMO (spin up / spin down) (eV): 4.83 / 4.83
Highest occupied orbital energy (spin up / spin down) (eV): -5.289 / -5.294
Relative energy (zero: lowest compared OMol25 entry of this formula, charge and spin) (kJ/mol): 479.0

Last columns: bonded neighbours and bond lengths (Å).
Element x y z (Å)
1 P -0.131 -0.349 -1.034  O4 1.924, O5 1.467, C9 1.914, C11 1.885
2 O -2.913 1.426 0.949  C10 1.311, H22 0.948
3 O 3.053 -1.198 -2.596  N6 1.447, H23 0.929
4 O -1.167 1.140 -0.391  P1 1.924, C10 1.283
5 O -0.983 -1.527 -0.841  P1 1.467
6 N 2.183 -1.911 -1.685  O3 1.447, H18 1.074
7 N -1.564 0.150 3.050  C8 1.391, H16 1.078, H17 0.989
8 C -1.017 0.059 1.774  N7 1.391, C10 1.517, C12 1.501, H24 1.105
9 C 1.140 0.133 0.313  P1 1.914, C12 1.559, H20 1.080, H25 1.132
10 C -1.750 0.865 0.718  O2 1.311, O4 1.283, C8 1.517
11 C -0.044 0.312 -2.797  P1 1.885, H13 1.106, H14 1.116, H21 1.066
12 C 0.398 0.536 1.624  C8 1.501, C9 1.559, H15 1.105, H19 1.107
13 H -0.664 -0.532 -3.152  C11 1.106
14 H 0.885 0.649 -3.316  C11 1.116
15 H 0.400 1.641 1.625  C12 1.105
16 H -1.139 -0.652 3.633  N7 1.078
17 H -1.429 1.055 3.426  N7 0.989
18 H 1.462 -2.348 -2.350  N6 1.074
19 H 1.059 0.228 2.458  C12 1.107
20 H 1.677 -0.778 0.530  C9 1.080
21 H -0.728 1.126 -2.871  C11 1.066
22 H -3.232 1.008 1.738  O2 0.948
23 H 3.784 -0.978 -2.066  O3 0.929
24 H -1.125 -0.965 1.375  C8 1.105
25 H 1.843 0.911 -0.113  C9 1.132


Record 4
ORCA calculation (ωB97M-V/def2-TZVPD) on a cluster of 2 separate species, C5H13N2O4S in total at a distorted geometry.

Results
LUMO level (eV): -3.46
Gap between HOMO and LUMO (eV): 9.27
Highest occupied orbital energy (eV): -12.724
Relative energy (zero: lowest compared OMol25 entry of this formula, charge and spin) (kJ/mol): 47.2
Net charge: +1

Last columns: bonded neighbours and bond lengths (Å).
Element x y z (Å)
1 S -1.950 -1.196 0.849  C10 1.686
2 O -2.662 1.348 0.509  C10 1.296, H24 0.958
3 O -2.296 0.280 -1.324  C10 1.324, H23 0.954
4 O 1.501 0.328 -1.661  C11 1.404, H14 0.954
5 O -0.175 -1.861 -1.636  C12 1.304, H22 0.969
6 N 1.148 -1.221 0.158  C9 1.473, C11 1.546, C12 1.308
7 N 0.216 0.994 0.260  C8 1.558, C11 1.391, H16 1.000
8 C 0.167 2.520 -0.052  N7 1.558, H13 1.093, H17 1.084, H19 1.104
9 C 1.815 -1.574 1.424  N6 1.473, H15 1.152, H18 1.103, H20 1.140
10 C -2.267 0.224 -0.002  S1 1.686, O2 1.296, O3 1.324
11 C 1.266 0.257 -0.279  O4 1.404, N6 1.546, N7 1.391, H25 1.160
12 C 0.250 -1.983 -0.410  O5 1.304, N6 1.308, H21 1.148
13 H 0.073 2.683 -1.130  C8 1.093
14 H 0.717 -0.090 -2.010  O4 0.954
15 H 2.566 -0.749 1.709  C9 1.152
16 H 0.278 0.896 1.253  N7 1.000
17 H 0.986 2.976 0.492  C8 1.084
18 H 0.971 -1.531 2.133  C9 1.103
19 H -0.741 3.010 0.341  C8 1.104
20 H 2.144 -2.664 1.379  C9 1.140
21 H 0.004 -2.998 0.067  C12 1.148
22 H -0.804 -2.533 -1.937  O5 0.969
23 H -2.916 0.878 -1.734  O3 0.954
24 H -2.583 1.404 1.462  O2 0.958
25 H 2.291 0.603 0.139  C11 1.160